(1)
Molecular formula: C50H47BrCl3F4N5O4STi
Method: DFT, ωB97M-V/def2-TZVPD

```
116
Properties=species:S:1:pos:R:3:forces:R:3
Ti -0.85789 -0.02284 1.28661 0.64 -1.12 0.24
C -2.41227 2.46873 -2.92970 1.02 -0.47 -0.06
C -3.64527 1.76880 -2.39906 -0.63 0.33 0.87
N -3.51120 1.20966 -1.01743 -0.25 0.22 -0.44
C -4.45993 1.83915 -0.10780 0.31 0.12 0.66
C -4.21289 3.34054 0.03818 0.03 -0.51 1.12
C -3.72560 -0.23282 -1.10823 0.23 0.28 -0.40
C -3.81588 -1.08307 0.16242 -0.82 0.31 -0.29
N -2.85519 -0.93630 1.23291 0.83 0.18 -0.12
C -3.11400 -1.66831 2.33986 0.20 0.18 0.04
C -2.45288 -1.32453 3.55833 -0.45 -0.50 0.34
F -1.55989 -0.32263 3.55128 0.42 0.49 -0.10
C -2.70600 -1.91179 4.77212 -1.06 -1.16 -0.63
F -2.15681 -1.47490 5.89664 0.67 0.47 0.39
C -3.58564 -2.99559 4.87743 -0.15 0.33 -0.59
C -4.21922 -3.37896 3.70331 0.17 -0.29 1.25
F -5.12000 -4.40840 3.74787 0.54 0.57 -0.06
C -3.98428 -2.76839 2.49331 -0.74 -0.52 0.07
F -4.72023 -3.34888 1.49949 0.37 0.49 -0.49
H -1.52263 1.81309 -2.74374 -0.61 0.71 -0.18
H -2.48950 2.63855 -4.01430 -0.04 -0.06 0.22
H -2.23866 3.45265 -2.45254 -0.05 -0.63 -0.05
H -4.00538 0.95150 -3.04027 0.28 0.30 -0.20
H -4.44518 2.52600 -2.36801 -0.03 -0.36 -0.16
H -4.38355 1.30843 0.86316 0.10 0.62 -0.51
H -5.48172 1.70639 -0.42588 -0.86 -0.34 -0.47
H -3.16572 3.47141 0.16517 1.06 0.21 0.11
H -4.65574 3.75700 0.95277 -0.16 -0.23 -0.22
H -4.50522 3.95206 -0.78823 -0.47 0.19 -0.71
H -2.95525 -0.58331 -1.79731 -0.08 -0.17 0.17
H -4.68923 -0.41653 -1.63709 0.08 -0.13 0.21
H -3.90941 -2.10211 -0.24428 0.12 0.05 0.24
H -4.80509 -0.83974 0.57616 -0.11 -0.25 0.02
H -3.79568 -3.44532 5.83348 -0.03 -0.08 0.01
Br 0.49679 2.81433 -0.60038 -0.19 -0.49 -0.48
C 0.07265 3.74173 0.96219 0.87 1.39 0.02
C 0.74412 4.94167 1.04238 -0.74 -0.05 1.09
C 0.41258 5.88280 2.05023 0.69 -0.18 -0.71
C -0.58610 5.59386 2.91953 -0.55 -1.18 0.02
C -1.26630 4.31332 2.85324 0.49 1.49 0.77
C -2.30624 4.04841 3.78927 0.24 -0.27 -0.71
C -3.05814 2.92504 3.65091 0.08 -0.42 -0.78
C -2.75345 1.94712 2.64386 1.78 1.41 0.35
C -1.61555 2.08419 1.81987 -0.67 -0.69 0.55
C -0.91221 3.35115 1.89185 -1.03 -0.98 -0.34
H 1.52738 5.22248 0.37482 0.25 -0.14 -0.60
H 1.01456 6.79684 2.01269 -0.53 -0.11 0.46
H -0.91947 6.27855 3.67640 0.00 0.31 0.24
H -2.48586 4.74553 4.58609 -0.12 0.31 0.17
H -3.89200 2.77380 4.31052 -0.27 -0.20 0.30
H -3.30938 1.02661 2.67021 -0.19 -0.08 -0.17
C 2.12097 -2.26511 2.95998 -0.27 -0.14 -0.70
C 0.86568 -2.72488 2.13181 -0.18 0.76 0.14
C 1.31991 -3.30175 0.78122 -0.31 -0.12 0.44
C 0.05686 -3.65951 3.04457 0.19 -0.91 -0.94
O -0.05586 -1.68497 1.79265 0.33 0.49 0.12
H 2.58364 -3.11343 3.50487 -0.52 0.36 -0.12
H 1.82220 -1.47046 3.64534 0.14 -0.09 0.11
H 2.91255 -1.91226 2.28722 -0.21 0.28 0.08
H 0.38816 -3.66667 0.34003 0.30 -0.04 -0.46
H 2.01590 -4.14847 0.89573 -0.07 0.25 -0.03
H 1.77500 -2.48976 0.16897 -0.39 -0.60 0.41
H -0.89244 -3.99327 2.57455 0.48 0.33 0.12
H -0.18719 -3.08373 3.92973 0.00 -0.17 0.33
H 0.64156 -4.57349 3.27486 -0.25 0.46 0.21
O 0.96549 1.54731 3.76471 0.05 0.07 0.56
C 1.69672 1.27039 2.85510 0.16 -0.53 -1.61
N 1.26344 0.71689 1.60483 0.84 0.71 1.46
C 2.35487 0.57938 0.82925 -0.36 -0.33 -2.14
O 2.36401 0.13491 -0.34108 0.20 0.18 1.05
C 3.59313 1.11030 1.47882 -1.14 0.04 1.34
C 4.86911 1.25252 1.03813 0.67 -0.52 -1.00
C 5.86031 1.72419 1.90317 -0.83 -0.26 0.27
C 5.50489 2.04826 3.22361 0.33 -0.44 -0.20
C 4.17897 1.90142 3.68089 -0.32 0.77 -0.45
C 3.22401 1.46930 2.76648 -0.05 0.03 0.31
H 5.06601 0.90223 0.02041 0.28 0.30 0.24
H 6.87423 1.75765 1.52336 0.05 0.22 0.32
H 6.31463 2.33310 3.89962 -0.42 0.13 -0.06
H 3.84823 2.27059 4.65508 0.32 -0.39 -0.13
Cl 1.58173 -7.37455 -3.18512 0.03 0.69 -0.07
C 1.78001 -5.64245 -3.46819 0.05 -0.14 0.41
C 1.16390 -5.04800 -4.55902 -0.27 0.05 0.38
C 1.26119 -3.67788 -4.75556 0.16 -1.79 0.35
C 1.99888 -2.90097 -3.89895 0.12 1.26 -0.28
C 1.95472 -1.39820 -4.04125 1.22 0.02 -0.52
C 0.55327 -0.86856 -4.18273 -0.60 0.60 0.59
N -0.19215 -1.05941 -2.92113 0.45 -0.85 -1.60
C -0.85747 -2.18307 -2.48945 -0.61 -0.24 1.30
C -1.16070 -1.94647 -1.17441 0.27 -0.65 0.25
N -0.64703 -0.71544 -0.79343 -0.17 -0.55 -0.38
C -0.05961 -0.26671 -1.87307 0.06 1.59 0.50
O 2.72220 -0.98261 -5.17612 0.57 0.04 0.11
C 3.97650 -0.29919 -4.84428 -0.95 0.12 -1.64
C 3.71416 1.08625 -4.34526 0.54 0.28 0.00
C 3.88367 2.21577 -5.09657 -0.37 0.03 0.65
Cl 4.21745 2.17851 -6.76856 0.13 0.45 -0.38
S 3.62574 3.66963 -4.17791 -0.11 -0.08 -0.74
C 3.24280 2.78242 -2.77486 0.85 -1.52 -1.09
C 3.39467 1.42938 -3.01199 -0.35 1.52 0.81
C 2.71243 -3.52757 -2.91420 0.23 -0.79 1.80
Cl 3.78910 -2.65284 -1.84455 -0.19 0.06 -0.30
C 2.53704 -4.88013 -2.58819 -0.04 0.24 -1.27
H 0.47211 -5.61505 -5.14955 0.07 -0.34 -0.42
H 0.76098 -3.31764 -5.61101 -0.54 0.85 -0.64
H 2.40954 -0.91332 -3.18760 -0.22 -0.17 0.59
H 0.00091 -1.28449 -5.01644 -0.09 -0.33 -0.03
H 0.63619 0.19963 -4.39493 -0.09 0.03 0.23
H -1.09004 -3.06745 -3.04276 0.14 0.00 -0.53
H -1.65742 -2.61949 -0.45317 0.36 0.71 -0.61
H 0.42533 0.68416 -1.98654 0.18 -0.01 0.22
H 4.49725 -0.27352 -5.83724 -0.30 0.02 1.07
H 4.57969 -0.82809 -4.12164 0.00 -0.53 0.23
H 3.10424 3.21542 -1.81449 -0.21 0.44 0.38
H 3.31452 0.82181 -2.13960 -0.16 -0.97 0.25
H 3.00887 -5.29756 -1.72442 0.21 -0.18 0.25
```
Forces are in eV/Å.

As for the highest occupied orbital energy (spin up / spin down): -4.60 / -4.80 eV. Its total charge is -1. The total energy is -220686.6166 eV. The value obtained for the LUMO energy (spin up / spin down) is 1.98 / 1.98 eV. Its multiplicity is 2.

(2)
Molecular formula: C5H13N2
Method: DFT, ωB97M-V/def2-TZVPD

```
20
Properties=species:S:1:pos:R:3:forces:R:3
C 2.63263 0.31819 -0.58710 0.02 -0.26 -0.48
C 1.19162 -0.14818 -0.68080 -0.57 -2.17 -1.18
C 0.03172 0.86853 -0.14758 0.36 1.50 -0.14
C -1.25367 0.33398 0.15714 0.00 0.76 1.62
C -1.51003 -0.17469 1.54118 -0.42 -0.84 -0.32
N -2.76425 -0.78802 1.84921 -0.26 -0.33 -0.26
N 0.90412 -0.61825 -2.02926 0.16 0.96 0.84
H 3.16803 -0.40200 -1.21206 0.00 -0.18 0.31
H 3.04598 0.26018 0.41392 -0.09 0.33 0.10
H 2.86237 1.25249 -1.09910 -0.37 0.34 0.39
H 1.00733 -1.05259 -0.10169 0.53 0.13 0.54
H 0.10402 1.65291 -0.91060 -0.71 -0.25 -0.06
H 0.40843 1.32551 0.78126 0.20 -0.51 0.01
H -2.16879 0.36432 -0.43622 0.46 -0.16 -0.66
H -1.34337 0.59837 2.29842 0.46 0.31 -0.26
H -2.95072 -1.66562 1.39079 0.11 -0.09 -0.03
H -3.59358 -0.21892 1.82840 0.05 0.33 0.05
H 0.01921 -1.09256 -2.07837 -0.17 -0.15 -0.27
H -0.73088 -0.94107 1.73389 0.19 0.35 0.03
H 0.93983 0.12742 -2.71143 0.05 -0.07 -0.25
```
Forces are in eV/Å.

As for the highest occupied orbital energy: -13.94 eV. Its total charge is +1. The total energy is -8366.7107 eV. The value obtained for the LUMO energy is -6.81 eV. Its multiplicity is 1.